A cluster of 10 separate species, C62H124Cl8N6O6 in total in a non-equilibrium geometry, computed with ωB97M-V with the def2-TZVPD basis set.

DFT total energy   -187693.50091 eV
2S+1   7
LUMO energy (alpha / beta)   0.461 / -0.648 eV
HOMO (alpha / beta)   -8.870 / -9.458 eV
⟨S²⟩   12.0328

Last column: Löwdin charge in e.
CARTESIAN COORDINATES (ANGSTROEM)
C (-0.586, -3.313, 4.396)  -0.0049
C (0.549, -2.297, 4.947)  -0.4167
C (0.668, -2.661, 6.458)  -0.1562
C (1.800, -1.970, 7.222)  -0.1818
C (3.070, -2.248, 6.454)  -0.1701
C (3.065, -1.872, 5.008)  -0.5307
N (1.916, -2.431, 4.399)  -0.0030
O (1.909, -2.324, 2.902)  -0.0362
C (3.191, -0.333, 4.837)  -0.0098
C (4.379, -2.434, 4.423)  -0.0362
C (-0.097, -0.867, 4.877)  -0.0449
H (-0.706, -3.345, 3.313)  0.0676
H (-1.507, -3.301, 4.978)  0.0867
H (-0.082, -4.245, 4.651)  0.0728
H (-0.236, -2.285, 6.939)  0.1117
H (0.471, -3.667, 6.827)  0.1190
H (1.935, -2.314, 8.247)  0.1184
H (1.576, -0.905, 7.285)  0.1046
H (3.171, -3.303, 6.708)  0.1314
H (3.841, -1.740, 7.033)  0.1253
H (3.931, 0.051, 5.539)  0.0931
H (3.526, -0.072, 3.834)  0.0815
H (2.259, 0.218, 4.964)  0.0470
H (5.261, -2.159, 5.002)  0.0863
H (4.411, -3.520, 4.504)  0.0871
H (4.675, -2.199, 3.401)  0.0766
H (0.300, -0.156, 5.602)  0.0615
H (-1.158, -0.915, 5.125)  0.0867
H (-0.118, -0.466, 3.864)  0.0700
C (0.077, -4.889, -0.756)  -0.0565
C (-0.662, -6.187, -1.030)  -0.5198
C (0.128, -6.779, -2.226)  -0.1509
C (-0.209, -8.243, -2.589)  -0.1692
C (0.038, -9.048, -1.289)  -0.1399
C (-0.729, -8.579, -0.041)  -0.4509
N (-0.477, -7.071, 0.125)  -0.0104
O (-1.020, -6.575, 1.372)  -0.0416
C (-2.239, -8.910, -0.050)  -0.0332
C (-0.140, -9.457, 1.083)  -0.0583
C (-2.055, -5.838, -1.354)  -0.0354
H (1.123, -5.013, -0.476)  0.0559
H (-0.462, -4.398, 0.054)  0.0781
H (0.185, -4.110, -1.511)  0.0674
H (-0.182, -6.271, -3.138)  0.1150
H (1.189, -6.529, -2.238)  0.0354
H (0.164, -8.662, -3.523)  0.0981
H (-1.268, -8.310, -2.841)  0.0960
H (1.110, -9.189, -1.146)  0.1245
H (-0.448, -9.954, -1.651)  0.1165
H (-2.838, -8.293, 0.620)  0.0880
H (-2.656, -8.935, -1.057)  0.0689
H (-2.408, -9.949, 0.236)  0.0807
H (-0.027, -10.525, 0.896)  0.0882
H (0.891, -9.158, 1.275)  0.0809
H (-0.673, -9.309, 2.022)  0.0804
H (-2.669, -6.648, -1.747)  0.0808
H (-2.152, -5.066, -2.118)  0.0706
H (-2.611, -5.436, -0.508)  0.0910
C (-1.995, 4.182, 2.506)  -0.0164
C (-0.685, 3.506, 3.096)  -0.4298
C (-0.084, 2.588, 1.965)  -0.1204
C (1.263, 1.887, 2.326)  -0.1684
C (2.285, 2.989, 2.686)  -0.1470
C (1.773, 4.011, 3.747)  -0.4300
N (0.371, 4.435, 3.417)  -0.0287
O (0.023, 5.715, 4.101)  -0.0474
C (2.037, 3.338, 5.161)  -0.0095
C (2.781, 5.198, 3.567)  -0.0412
C (-1.099, 2.608, 4.348)  -0.0042
H (-2.705, 3.414, 2.199)  0.0686
H (-1.817, 4.791, 1.619)  0.0627
H (-2.564, 4.773, 3.223)  0.0799
H (-0.854, 1.897, 1.621)  0.0940
H (0.233, 3.107, 1.061)  0.0933
H (1.785, 1.348, 1.536)  0.0691
H (1.148, 1.164, 3.134)  0.0688
H (2.586, 3.494, 1.768)  0.0889
H (3.195, 2.556, 3.102)  0.1085
H (3.027, 2.887, 5.225)  0.0722
H (2.070, 4.034, 6.000)  0.0835
H (1.337, 2.516, 5.312)  0.0508
H (2.551, 6.001, 4.268)  0.0715
H (3.811, 4.860, 3.684)  0.0869
H (2.671, 5.678, 2.595)  0.0719
H (-1.230, 3.205, 5.251)  0.0888
H (-0.442, 1.766, 4.566)  0.0311
H (-2.104, 2.201, 4.242)  0.0782
C (4.863, 4.052, -0.856)  -0.0274
C (3.589, 3.943, -1.675)  -0.4921
C (2.570, 4.898, -1.094)  -0.1579
C (2.700, 6.336, -1.507)  -0.1690
C (2.909, 6.526, -3.063)  -0.0970
C (4.040, 5.578, -3.695)  -0.4465
N (3.828, 4.184, -3.137)  0.0051
O (4.548, 3.129, -3.882)  -0.0451
C (3.716, 5.728, -5.188)  -0.0630
C (5.467, 6.171, -3.479)  -0.0278
C (3.065, 2.547, -1.416)  -0.0637
H (4.839, 3.539, 0.106)  0.0893
H (5.316, 5.037, -0.742)  0.0748
H (5.646, 3.531, -1.407)  0.0783
H (1.542, 4.606, -1.310)  0.1010
H (2.754, 5.078, -0.035)  0.1110
H (3.460, 6.839, -0.910)  0.1078
H (1.757, 6.824, -1.261)  0.1046
H (3.182, 7.556, -3.293)  0.1142
H (1.999, 6.207, -3.571)  0.0860
H (4.448, 5.194, -5.795)  0.0775
H (2.755, 5.350, -5.537)  0.0839
H (3.800, 6.754, -5.547)  0.0882
H (6.124, 5.543, -4.081)  0.0830
H (5.621, 7.186, -3.847)  0.0809
H (5.855, 6.303, -2.469)  0.0670
H (2.270, 2.264, -2.105)  0.0654
H (2.588, 2.357, -0.455)  0.0536
H (3.853, 1.812, -1.580)  0.0571
C (-1.426, 1.870, -3.391)  -0.0356
C (-1.751, 3.261, -2.720)  -0.4028
C (-0.805, 4.301, -3.387)  -0.1654
C (-1.074, 5.738, -3.058)  -0.1975
C (-2.498, 6.047, -3.422)  -0.1501
C (-3.521, 5.210, -2.657)  -0.4359
N (-3.160, 3.732, -2.892)  -0.0160
O (-4.121, 2.738, -2.507)  -0.0542
C (-3.693, 5.672, -1.152)  -0.0331
C (-4.932, 5.536, -3.168)  -0.0577
C (-1.289, 3.208, -1.192)  -0.0314
H (-1.529, 1.959, -4.472)  0.0825
H (-2.168, 1.161, -3.025)  0.0425
H (-0.495, 1.320, -3.253)  0.0537
H (0.242, 4.066, -3.199)  0.1067
H (-0.970, 4.287, -4.465)  0.1219
H (-0.351, 6.302, -3.648)  0.1090
H (-0.865, 5.945, -2.008)  0.1090
H (-2.753, 5.948, -4.477)  0.1214
H (-2.655, 7.117, -3.290)  0.1281
H (-2.729, 5.882, -0.689)  0.0555
H (-4.220, 6.598, -0.921)  0.0820
H (-4.250, 4.903, -0.616)  0.0850
H (-5.738, 4.916, -2.775)  0.0832
H (-5.226, 6.555, -2.920)  0.0842
H (-4.911, 5.468, -4.256)  0.0812
H (-0.200, 3.154, -1.208)  0.0403
H (-1.492, 2.260, -0.695)  0.0267
H (-1.556, 3.965, -0.454)  0.0556
C (-2.878, -1.671, 1.034)  -0.0209
C (-4.169, -0.849, 0.574)  -0.4254
C (-4.213, -1.118, -0.987)  -0.1461
C (-5.585, -0.691, -1.548)  -0.1935
C (-6.713, -1.426, -0.918)  -0.1738
C (-6.818, -1.207, 0.607)  -0.4660
N (-5.439, -1.394, 1.183)  -0.0117
O (-5.366, -1.338, 2.643)  -0.0520
C (-7.460, 0.184, 0.858)  -0.0175
C (-7.773, -2.320, 1.139)  -0.0429
C (-3.835, 0.658, 0.800)  -0.0214
H (-2.974, -2.756, 1.050)  0.0840
H (-2.636, -1.346, 2.046)  0.0632
H (-2.042, -1.261, 0.467)  0.0602
H (-3.503, -0.407, -1.411)  0.0827
H (-3.943, -2.139, -1.256)  0.0912
H (-5.586, -1.027, -2.584)  0.1030
H (-5.823, 0.371, -1.482)  0.1087
H (-6.620, -2.479, -1.184)  0.1207
H (-7.610, -1.049, -1.409)  0.1224
H (-7.582, 0.339, 1.930)  0.0830
H (-6.810, 0.997, 0.534)  0.0677
H (-8.421, 0.251, 0.349)  0.0876
H (-8.794, -2.369, 0.762)  0.0823
H (-7.450, -3.345, 0.959)  0.0799
H (-7.874, -2.192, 2.216)  0.0728
H (-3.859, 0.819, 1.878)  0.0809
H (-4.508, 1.357, 0.303)  0.0711
H (-2.855, 0.860, 0.367)  0.0564
Cl (0.557, 0.372, -0.783)  0.6941
C (1.056, -1.291, -0.478)  -0.6324
C (2.557, -1.491, -0.569)  -0.6071
Cl (3.128, -1.501, -2.269)  0.5907
H (0.575, -1.837, -1.289)  0.0127
H (0.635, -1.621, 0.472)  0.0688
H (2.877, -2.488, -0.265)  0.0641
H (3.124, -0.753, -0.002)  0.0313
Cl (5.939, -0.137, 0.042)  0.4998
C (6.915, -0.488, -1.497)  -0.5407
C (6.442, 0.442, -2.620)  -0.6576
Cl (7.099, 0.268, -4.305)  0.5139
H (6.553, -1.507, -1.631)  0.0478
H (7.976, -0.451, -1.246)  0.0734
H (6.862, 1.427, -2.412)  0.0453
H (5.358, 0.430, -2.735)  0.0170
Cl (-1.734, -1.987, -3.158)  0.6077
C (-2.871, -1.717, -4.489)  -0.6527
C (-3.738, -2.906, -4.634)  -0.6568
Cl (-2.855, -4.262, -5.416)  0.5408
H (-2.266, -1.425, -5.348)  0.0731
H (-3.349, -0.763, -4.270)  0.0683
H (-4.657, -2.757, -5.202)  0.0787
H (-3.997, -3.241, -3.630)  0.0481
Cl (3.578, -5.718, -1.636)  0.6083
C (3.309, -4.957, -3.198)  -0.6991
C (3.773, -5.787, -4.385)  -0.6316
Cl (2.841, -7.311, -4.590)  0.5571
H (3.909, -4.050, -3.266)  0.0336
H (2.262, -4.693, -3.353)  0.0684
H (4.809, -6.094, -4.244)  0.0650
H (3.744, -5.094, -5.227)  0.0824